No. 1
Computed, not measured: a single C6H10 molecule, with wB97M-V/def2-TZVPD.

total charge: 0
HOMO level: -9.9 eV
SMILES string: C#CC(C)(C)C

```
16
C6H10 (wB97M-V/def2-TZVPD)
C -1.214 -0.440 2.226
C -0.697 -0.097 1.193
C 0.029 0.065 -0.082
C -0.947 0.472 -1.200
C 0.619 -1.351 -0.281
C 1.110 1.153 0.057
H -1.658 -0.777 3.136
H -1.770 -0.243 -1.299
H -0.444 0.560 -2.173
H -1.380 1.450 -0.963
H 1.224 -1.601 0.595
H -0.204 -2.071 -0.281
H 1.217 -1.471 -1.192
H 1.698 1.266 -0.863
H 0.629 2.116 0.262
H 1.795 0.938 0.883
```

No. 2
Computed, not measured: a single C6H10 molecule, with wB97M-V/def2-TZVPD.

total charge: 0
HOMO level: -8.8 eV
SMILES string: CC1=CCCC1

```
16
C6H10 (wB97M-V/def2-TZVPD)
C 2.211 0.179 0.175
C 0.724 0.112 -0.015
C -0.080 1.169 -0.147
C -1.528 0.767 -0.298
C -1.508 -0.657 0.285
C -0.106 -1.165 -0.090
H 2.763 -0.459 -0.526
H 2.562 1.208 0.039
H 2.497 -0.135 1.187
H 0.262 2.201 -0.161
H -2.227 1.441 0.207
H -1.811 0.745 -1.362
H -1.582 -0.589 1.378
H -2.318 -1.302 -0.072
H -0.116 -1.540 -1.126
H 0.241 -1.988 0.544
```

No. 3
Computed, not measured: a molecular structure, C6H10 in a non-equilibrium geometry, with wB97M-V/def2-TZVPD.

total charge: 0
HOMO level: -10.1 eV

```
16
C6H10 (wB97M-V/def2-TZVPD)
C 0.048 1.340 -0.204
C -1.228 0.504 0.095
C -0.612 -0.885 0.276
C 0.639 -0.552 1.095
C 1.040 0.175 -0.302
C 0.423 -0.988 -0.966
H -0.148 1.867 -1.172
H 0.148 2.102 0.556
H -1.949 1.003 0.819
H -1.941 0.443 -0.706
H -1.371 -1.661 0.357
H 1.338 -1.330 1.480
H 0.485 0.143 1.925
H 2.083 0.563 -0.366
H 1.057 -1.836 -0.820
H -0.013 -0.888 -2.065
```

E_LUMO: 0.035; 0.043; 0.043 (Eh)
Relative energy (zero: lowest compared OMol25 entry of this formula, charge and spin): 1.450; 0.055; 1.640 (eV)
E: -234.549242; -234.600504; -234.542239 (Ha)